[1]
Computed, not measured: a cluster of 11 separate species, C40H111N9O11 in total in a non-equilibrium geometry, with ωB97M-V with the def2-TZVPD basis set.

Geometry as XYZ:
```
171
Properties=species:S:1:pos:R:3:mulliken_spin:R:1
C -1.315 -0.080 0.345 0.000
C 0.074 -0.176 -0.210 -0.001
O 0.678 -1.294 0.397 0.001
H -1.833 -0.953 -0.054 0.000
H -1.803 0.817 -0.035 0.000
H -1.323 -0.140 1.434 0.000
H 0.616 0.762 -0.089 0.001
H -0.006 -0.198 -1.297 0.000
H 1.415 -1.657 -0.101 0.000
C -1.364 -3.105 -2.184 0.000
C -1.042 -3.516 -3.665 0.000
O -1.649 -2.821 -4.716 0.000
H -2.431 -3.268 -2.030 0.000
H -1.068 -2.056 -2.170 0.000
H -0.828 -3.654 -1.410 0.000
H -1.533 -4.487 -3.724 0.000
H 0.039 -3.623 -3.750 0.000
H -2.356 -3.394 -5.022 0.000
C 1.881 6.444 -2.806 0.000
C 2.392 5.900 -1.499 0.000
C 1.950 4.458 -1.115 0.001
O 2.461 4.269 0.127 0.000
C 2.803 2.866 0.481 0.001
N 3.864 5.985 -1.538 0.000
H 0.791 6.432 -2.794 0.000
H 2.304 5.929 -3.669 0.000
H 2.233 7.469 -2.917 0.000
H 1.912 6.510 -0.733 0.000
H 2.325 3.688 -1.789 0.000
H 0.874 4.299 -1.040 0.000
H 3.296 2.168 -0.196 0.001
H 1.913 2.466 0.967 -0.001
H 3.424 2.923 1.375 0.000
H 4.205 5.577 -0.679 0.000
H 4.156 5.252 -2.168 0.000
C 1.325 -1.546 4.073 0.000
C 1.632 -0.195 4.665 0.000
C 0.508 0.829 4.430 0.000
O 0.774 2.102 5.103 0.000
C 1.889 2.847 4.654 0.000
N 1.958 -0.394 6.067 0.000
H 0.423 -1.905 4.568 0.000
H 2.200 -2.191 4.142 0.000
H 1.032 -1.531 3.023 -0.001
H 2.501 0.161 4.111 -0.001
H -0.371 0.438 4.942 0.000
H 0.379 1.074 3.376 0.000
H 1.870 3.902 4.927 0.000
H 1.703 2.963 3.586 0.000
H 2.875 2.408 4.802 0.000
H 1.282 -1.103 6.315 0.000
H 1.374 0.348 6.426 0.000
C 1.494 -1.669 -5.647 0.000
C 1.131 -0.663 -4.537 0.000
C 2.131 0.387 -4.160 0.000
O 3.410 -0.111 -3.683 0.001
C 4.516 0.811 -3.776 0.002
N -0.034 -0.111 -5.019 0.000
H 2.348 -2.320 -5.460 0.000
H 1.761 -1.082 -6.526 0.000
H 0.699 -2.373 -5.890 0.000
H 0.922 -1.262 -3.651 0.000
H 1.721 1.092 -3.436 0.000
H 2.347 0.920 -5.086 0.000
H 5.374 0.246 -3.412 -0.001
H 4.405 1.718 -3.180 0.000
H 4.738 1.054 -4.815 0.000
H -0.691 -0.843 -5.251 0.000
H -0.403 0.544 -4.344 0.000
C -2.548 2.706 2.258 0.000
C -2.785 4.021 3.048 0.000
C -2.468 3.952 4.545 0.000
O -2.601 5.138 5.187 0.000
C -2.778 4.882 6.554 0.000
N -1.864 4.998 2.499 0.000
H -2.847 1.788 2.764 0.000
H -1.493 2.545 2.037 0.001
H -3.072 2.876 1.317 0.000
H -3.769 4.403 2.774 0.000
H -1.467 3.588 4.779 0.000
H -3.132 3.158 4.888 0.000
H -3.480 4.097 6.837 0.000
H -3.291 5.756 6.956 0.000
H -1.839 4.721 7.083 0.000
H -0.986 4.500 2.529 0.000
H -1.692 5.715 3.190 0.000
C -3.687 -2.572 3.241 0.000
C -2.769 -3.822 3.095 0.000
C -1.659 -3.585 2.149 0.000
O -0.957 -4.865 2.235 0.000
C 0.291 -4.756 1.526 0.000
N -2.309 -4.017 4.461 0.000
H -3.142 -1.748 3.702 0.000
H -4.451 -2.821 3.978 0.000
H -4.117 -2.259 2.290 0.000
H -3.391 -4.623 2.694 0.000
H -1.138 -2.711 2.540 0.000
H -1.893 -3.386 1.103 0.000
H 1.058 -4.329 2.173 0.000
H 0.285 -4.074 0.676 0.000
H 0.571 -5.778 1.270 0.000
H -1.895 -3.166 4.815 0.000
H -1.502 -4.609 4.593 0.000
C 2.946 -4.064 -2.519 0.000
C 4.032 -3.272 -1.837 -0.001
C 5.312 -3.075 -2.674 0.003
O 6.503 -2.708 -1.889 0.009
C 7.469 -2.097 -2.747 -0.001
N 3.406 -2.061 -1.299 -0.014
H 2.257 -3.499 -3.147 0.000
H 2.342 -4.532 -1.741 0.000
H 3.353 -4.838 -3.170 0.000
H 4.338 -3.883 -0.988 -0.002
H 5.154 -2.277 -3.400 -0.001
H 5.578 -4.041 -3.102 0.002
H 7.697 -2.703 -3.625 0.001
H 8.294 -1.793 -2.102 0.000
H 6.962 -1.214 -3.135 0.000
H 3.141 -1.489 -2.088 0.001
H 4.164 -1.540 -0.883 0.017
C 4.113 -0.441 1.948 0.020
C 5.612 -0.201 1.765 0.023
C 6.590 -1.206 2.419 0.168
O 6.679 -2.557 1.873 0.248
C 5.592 -3.420 2.191 0.016
N 5.763 -0.157 0.358 0.489
H 3.907 -0.844 2.940 0.001
H 3.713 -1.007 1.108 0.006
H 3.547 0.490 1.908 0.004
H 5.950 0.744 2.189 0.024
H 6.396 -1.365 3.480 0.011
H 7.575 -0.754 2.297 -0.018
H 5.083 -3.164 3.120 -0.008
H 6.124 -4.366 2.289 0.012
H 4.869 -3.561 1.388 0.019
H 6.734 0.009 0.138 0.008
H 5.587 -1.072 -0.032 -0.039
C -5.282 -0.758 -4.086 0.000
C -4.232 0.439 -4.120 0.000
C -2.993 0.332 -3.225 0.001
O -1.924 1.315 -3.418 0.000
C -2.174 2.738 -3.509 0.000
N -3.665 0.542 -5.454 0.000
H -4.690 -1.672 -4.028 0.000
H -6.026 -0.697 -4.881 0.000
H -5.758 -0.775 -3.105 0.000
H -4.661 1.398 -3.831 0.000
H -2.573 -0.670 -3.318 -0.001
H -3.274 0.312 -2.172 0.000
H -3.001 2.940 -2.828 0.000
H -2.616 3.054 -4.454 0.000
H -1.241 3.217 -3.212 0.000
H -3.208 -0.351 -5.566 0.000
H -2.951 1.223 -5.236 0.000
C -9.082 -1.146 1.083 0.000
C -8.689 0.267 0.736 0.000
C -7.340 0.315 0.075 0.000
O -6.393 -0.039 1.040 0.000
C -5.099 0.103 0.531 0.001
N -9.622 0.645 -0.240 0.000
H -8.858 -1.753 0.206 0.000
H -10.094 -1.317 1.451 0.000
H -8.594 -1.565 1.964 0.000
H -8.881 0.991 1.528 0.000
H -7.092 1.252 -0.422 0.000
H -7.340 -0.337 -0.799 0.000
H -5.001 1.044 -0.011 0.000
H -4.926 -0.737 -0.142 0.000
H -4.239 -0.051 1.182 0.000
H -9.433 0.093 -1.065 0.000
H -9.289 1.545 -0.556 0.000
```

Summary:
DFT total energy = -2910.34704 Eh
strongest force on any atom = 4.58 eV/A
gap between HOMO and LUMO (alpha / beta) = 7.99 / 2.05 eV
2S+1 = 2
net charge = +1
HOMO level (alpha / beta) = -10.6895 / -10.6895 eV
relative energy (zero: lowest compared OMol25 entry of this formula, charge and spin) = 3.328 eV

***

[2]
Computed, not measured: a cluster of 11 separate species, C40H111N9O13 in total in a non-equilibrium geometry, with ωB97M-V with the def2-TZVPD basis set.

Geometry as XYZ:
```
173
Properties=species:S:1:pos:R:3:lowdin_charge:R:1
C 9.787 -9.593 20.216 -0.129
O 8.986 -8.734 19.466 -0.197
C 8.028 -9.472 18.687 -0.197
C 6.637 -9.633 19.335 -0.477
C 5.568 -9.778 18.303 -0.073
N 6.289 -8.653 20.336 0.061
H 10.242 -10.293 19.515 0.094
H 9.292 -9.979 21.107 0.086
H 10.477 -8.916 20.721 0.087
H 7.850 -8.788 17.856 0.115
H 8.335 -10.451 18.321 0.124
H 6.865 -10.627 19.720 0.128
H 5.609 -8.960 17.583 0.073
H 4.566 -9.892 18.718 0.084
H 5.825 -10.597 17.632 0.080
H 7.052 -8.574 20.993 0.062
H 6.200 -7.707 19.996 0.078
C 1.855 -3.139 5.081 -0.098
O 3.101 -2.778 5.638 -0.207
C 3.068 -2.238 6.914 -0.200
C 4.311 -2.594 7.840 -0.424
C 5.432 -1.559 7.933 -0.067
N 4.810 -3.935 7.560 0.040
H 1.901 -3.665 4.127 0.091
H 1.365 -2.166 5.095 0.088
H 1.218 -3.794 5.675 0.078
H 2.874 -1.179 6.740 0.126
H 2.299 -2.698 7.535 0.114
H 3.930 -2.739 8.851 0.122
H 6.103 -1.850 8.742 0.070
H 4.998 -0.615 8.263 0.071
H 6.094 -1.333 7.098 0.075
H 5.089 -3.796 6.599 0.064
H 3.944 -4.426 7.386 0.059
C 13.171 -6.034 13.093 -0.097
O 13.301 -6.898 14.217 -0.204
C 12.215 -6.802 15.143 -0.177
C 12.420 -5.650 16.157 -0.456
C 13.453 -5.815 17.329 -0.059
N 11.170 -5.320 16.716 0.035
H 14.152 -6.076 12.620 0.089
H 12.853 -5.025 13.356 0.082
H 12.440 -6.491 12.426 0.084
H 11.324 -6.825 14.515 0.121
H 12.119 -7.708 15.742 0.124
H 12.923 -4.845 15.622 0.119
H 14.365 -6.041 16.776 0.069
H 13.375 -6.625 18.055 0.072
H 13.656 -4.898 17.882 0.074
H 10.871 -6.253 16.960 0.070
H 11.383 -4.949 17.631 0.065
C 10.733 -7.303 2.709 -0.142
O 9.510 -7.324 3.324 -0.182
C 9.074 -8.025 4.477 -0.190
C 9.529 -7.396 5.777 -0.431
C 10.995 -7.797 6.195 -0.037
N 8.515 -7.685 6.774 0.031
H 11.550 -6.932 3.327 0.071
H 10.694 -6.832 1.726 0.091
H 11.038 -8.325 2.487 0.084
H 7.999 -7.861 4.415 0.119
H 9.178 -9.109 4.432 0.133
H 9.542 -6.326 5.570 0.135
H 11.369 -7.119 6.961 0.065
H 11.622 -7.680 5.311 0.051
H 11.183 -8.779 6.630 0.073
H 7.672 -7.287 6.386 0.065
H 8.696 -7.080 7.562 0.071
C 1.369 -3.373 13.907 -0.055
O 1.477 -2.172 13.030 -0.207
C 0.946 -0.964 13.560 -0.243
C 1.031 0.155 12.629 -0.500
C 0.148 -0.218 11.434 -0.059
N 2.274 0.563 12.081 0.060
H 2.029 -3.424 14.774 0.081
H 1.710 -4.188 13.268 0.077
H 0.339 -3.658 14.121 0.081
H -0.036 -1.289 13.903 0.126
H 1.540 -0.687 14.431 0.122
H 0.640 1.046 13.120 0.143
H 0.604 -1.130 11.048 0.075
H 0.022 0.653 10.791 0.081
H -0.856 -0.520 11.732 0.076
H 2.883 0.518 12.885 0.074
H 2.601 -0.264 11.602 0.069
C 15.736 -2.568 12.337 -0.149
O 14.684 -1.831 11.880 -0.203
C 14.820 -1.176 10.607 -0.193
C 13.661 -0.402 10.019 -0.431
C 12.462 -1.169 9.411 -0.048
N 14.175 0.520 8.991 0.038
H 16.058 -3.211 11.517 0.087
H 15.658 -3.068 13.303 0.091
H 16.530 -1.838 12.494 0.081
H 15.669 -0.532 10.836 0.118
H 15.232 -1.902 9.905 0.123
H 13.287 0.164 10.871 0.134
H 11.704 -0.474 9.049 0.078
H 12.099 -1.940 10.089 0.074
H 12.826 -1.731 8.550 0.070
H 14.549 -0.142 8.326 0.063
H 15.042 0.959 9.265 0.065
C 6.684 0.465 16.199 -0.048
O 7.083 0.966 14.849 -0.192
C 7.689 0.094 13.970 -0.250
C 9.007 -0.443 14.597 -0.366
C 10.062 0.715 14.770 -0.052
N 9.565 -1.584 13.794 0.022
H 7.506 0.614 16.899 0.078
H 6.436 -0.595 16.260 0.079
H 5.745 0.975 16.413 0.083
H 6.969 -0.633 13.596 0.114
H 7.939 0.563 13.019 0.119
H 8.747 -0.904 15.550 0.115
H 10.049 1.416 13.936 0.072
H 11.111 0.444 14.892 0.064
H 9.966 1.307 15.680 0.063
H 10.038 -1.312 12.945 0.057
H 10.095 -2.319 14.242 0.055
C -2.090 -6.921 8.265 -0.093
O -1.273 -7.886 8.895 -0.189
C 0.047 -7.782 8.602 -0.266
C 0.682 -9.132 8.989 -0.421
C 2.165 -8.869 8.812 -0.083
N 0.357 -10.305 8.198 0.047
H -3.128 -7.238 8.367 0.090
H -1.932 -6.711 7.207 0.084
H -1.804 -6.045 8.848 0.089
H 0.183 -7.653 7.528 0.122
H 0.434 -6.856 9.027 0.127
H 0.554 -9.388 10.040 0.133
H 2.439 -8.001 8.213 0.074
H 2.686 -9.791 8.554 0.079
H 2.595 -8.578 9.770 0.075
H -0.604 -10.380 7.896 0.071
H 1.053 -10.430 7.478 0.061
C 10.006 -3.159 22.354 -0.087
O 8.927 -3.134 21.384 -0.182
C 7.691 -2.693 21.923 -0.208
C 6.708 -2.454 20.746 -0.430
C 5.341 -2.032 21.210 -0.095
N 6.364 -3.698 20.042 0.029
H 10.346 -2.189 22.717 0.085
H 10.834 -3.770 21.996 0.081
H 9.698 -3.768 23.205 0.081
H 7.120 -3.276 22.645 0.120
H 7.856 -1.780 22.495 0.121
H 7.167 -1.738 20.066 0.129
H 4.458 -2.153 20.583 0.073
H 5.245 -0.963 21.401 0.075
H 5.071 -2.681 22.042 0.080
H 5.761 -3.589 19.239 0.069
H 7.238 -3.992 19.631 0.061
O 8.192 -5.583 12.237 -0.073
C 6.837 -5.531 12.654 -0.241
C 6.645 -5.892 14.137 -0.290
O 6.938 -4.888 15.034 -0.043
H 8.443 -4.705 12.534 0.064
H 6.445 -4.515 12.590 0.121
H 6.446 -6.300 11.988 0.120
H 7.097 -6.865 14.330 0.115
H 5.601 -6.197 14.204 0.114
H 7.861 -4.631 15.081 0.086
O 7.595 -11.522 9.129 -0.072
C 8.306 -11.914 10.284 -0.222
C 7.610 -11.336 11.608 -0.280
O 8.169 -11.987 12.665 -0.063
H 7.669 -10.565 9.128 0.079
H 8.330 -12.990 10.455 0.114
H 9.291 -11.447 10.252 0.115
H 6.520 -11.335 11.579 0.116
H 7.902 -10.294 11.740 0.113
H 7.822 -12.876 12.776 0.093
```

Summary:
DFT total energy = -3061.03181 Eh
strongest force on any atom = 4.19 eV/A
gap between HOMO and LUMO = 9.10 eV
net charge = 0
SMILES string = COC[C@H](C)N.COC[C@H](C)N.COC[C@H](C)N.COC[C@H](C)N.COC[C@H](C)N.COC[C@H](C)N.COC[C@H](C)N.COC[C@H](C)N.COC[C@H](C)N.OCCO.OCCO
HOMO level = -8.9119 eV
relative energy (zero: lowest compared OMol25 entry of this formula, charge and spin) = 11.718 eV

***

> Which of these has the lowest net charge?

C40H111N9O13

***

> Number 1 is which compound?

C40H111N9O11